A molecular structure, C25H44B2F4GeIrN4O4Si3 at a distorted geometry, computed with wB97M-V/def2-TZVPD.

Each line ends with the Löwdin charge.
Geometry (Å):
Ir  1.08852  1.07843  0.60121  1.357
C  4.88099  0.91111  -1.35997  0.028
C  3.45629  1.04154  -0.95634  -0.204
N  3.00699  0.71108  0.20925  -0.126
O  3.79753  0.17462  1.14054  0.054
B  3.51309  0.64297  2.57963  -1.043
F  4.42565  0.01420  3.34407  0.229
F  3.49857  2.02065  2.57247  0.177
O  2.12807  0.19417  3.14461  0.042
N  1.12957  0.88338  2.57639  -0.149
C  0.29543  1.57280  3.28062  -0.215
C  0.36091  1.62002  4.76508  0.031
C  -0.61208  2.40457  2.43460  -0.218
N  -0.49466  2.16655  1.16476  -0.107
O  -1.08290  3.04203  0.29323  0.090
B  -0.94598  2.82775  -1.13241  -0.961
F  -2.04103  1.61951  -1.42893  -0.067
F  -1.51852  3.85066  -1.79755  0.216
O  0.28409  2.51476  -1.82616  0.101
N  1.25703  1.73241  -1.26360  -0.106
C  2.42476  1.69552  -1.81476  -0.213
C  2.77046  2.32543  -3.11353  0.030
C  -1.46757  3.49648  2.96994  0.031
H  5.38013  0.17937  -0.73023  0.094
H  5.39098  1.86953  -1.23418  0.116
H  4.96706  0.61981  -2.40590  0.096
H  1.27926  2.12633  5.07134  0.119
H  0.41216  0.60745  5.16500  0.103
H  -0.49394  2.13217  5.19648  0.087
H  1.91611  2.84284  -3.53778  0.093
H  3.11699  1.56262  -3.81390  0.106
H  3.58874  3.03456  -2.97746  0.112
H  -1.15418  3.79183  3.96665  0.093
H  -2.51016  3.17157  3.01947  0.104
H  -1.42637  4.35939  2.30749  0.104
C  -4.59146  0.31824  -1.73158  -0.137
Si  -3.78248  1.95623  -1.97715  0.606
C  -3.44474  2.45927  -3.71326  -0.124
C  -4.38954  3.21090  -0.78194  -0.125
Ge  -1.20029  -1.00337  -0.34467  0.990
Si  -2.37283  -1.45455  1.75350  0.414
C  -1.04439  -2.04954  2.91336  -0.184
C  -3.49120  -2.83075  1.16244  -0.206
C  -3.30963  0.01112  2.41715  -0.179
Si  -0.86677  -2.06978  -2.52048  0.432
C  -0.26208  -3.71211  -1.85112  -0.184
C  -2.41604  -2.29393  -3.52440  -0.201
C  0.42704  -1.03888  -3.37607  -0.193
H  -5.62018  0.46671  -2.08536  0.066
H  -4.66141  0.03337  -0.68281  0.026
H  -4.17142  -0.49493  -2.32051  0.012
H  -4.34684  2.94018  -4.10595  0.059
H  -3.21982  1.61542  -4.36303  0.045
H  -2.64112  3.19298  -3.76738  0.049
H  -5.28975  3.64274  -1.23664  0.063
H  -3.70160  4.02873  -0.58883  0.048
H  -4.69871  2.74996  0.15676  0.043
H  -0.79141  -3.09314  2.71917  0.050
H  -1.42881  -1.98330  3.93544  0.054
H  -0.12856  -1.46044  2.85869  0.004
H  -2.94026  -3.62203  0.64861  0.032
H  -4.27647  -2.46761  0.49836  0.033
H  -3.97815  -3.29573  2.02430  0.054
H  -2.62838  0.73578  2.86053  0.009
H  -3.98978  -0.32385  3.20425  0.058
H  -3.90447  0.52153  1.65896  0.021
H  -0.57176  -3.91901  -0.82390  0.028
H  0.82671  -3.77068  -1.87808  0.037
H  -0.66700  -4.51063  -2.47677  0.053
H  -3.13954  -2.92094  -2.99867  0.045
H  -2.16041  -2.81108  -4.45344  0.054
H  -2.90102  -1.35970  -3.80123  0.015
H  1.28236  -0.87160  -2.71835  0.013
H  0.02254  -0.06931  -3.67555  0.039
H  0.78302  -1.54545  -4.27645  0.053
C  0.61936  -1.11416  0.16906  -0.420
C  1.65347  -1.75987  0.38479  -0.036
C  2.84734  -2.44760  0.64268  -0.238
C  3.23005  -2.71310  1.96743  0.004
C  4.43551  -3.33816  2.21097  -0.023
C  5.25584  -3.69892  1.14704  -0.016
C  4.88321  -3.43809  -0.16976  -0.041
C  3.68345  -2.80926  -0.42752  -0.015
H  2.59438  -2.39389  2.78270  0.126
H  4.74759  -3.53394  3.22712  0.126
H  6.20146  -4.18608  1.34519  0.123
H  5.53407  -3.72525  -0.98399  0.118
H  3.37884  -2.59061  -1.44378  0.118

Cartesian forces, eV/Å:
Ir -0.625 0.137 -0.066
C -0.001 -0.011 -0.005
C -0.062 -0.061 -0.045
N 0.088 -0.063 0.103
O 0.078 0.159 -0.093
B -0.079 -0.014 0.065
F 0.017 -0.009 0.005
F 0.013 -0.007 -0.002
O -0.018 0.023 0.006
N 0.115 -0.072 -0.161
C -0.095 0.009 -0.047
C -0.008 -0.029 0.011
C 0.034 -0.025 0.026
N 0.189 0.109 -0.013
O -0.169 -0.250 -0.050
B 0.303 0.654 -0.002
F -0.396 -0.383 -0.022
F -0.003 0.077 0.175
O -0.190 -0.502 -0.116
N -0.024 0.385 -0.065
C 0.013 -0.032 0.043
C 0.010 0.012 0.003
C 0.002 0.014 0.005
H 0.002 0.001 0.003
H 0.010 -0.004 -0.007
H -0.003 0.000 -0.001
H -0.011 0.016 0.009
H 0.013 -0.001 -0.004
H -0.005 -0.004 -0.001
H 0.002 -0.005 0.005
H 0.002 0.001 -0.001
H 0.003 -0.001 -0.002
H 0.011 0.000 0.002
H -0.003 -0.003 0.006
H 0.005 -0.006 0.001
C -0.145 0.121 -0.165
Si 1.024 -0.026 0.149
C -0.379 0.138 0.002
C -0.283 0.006 -0.163
Ge 0.359 -0.172 0.200
Si -0.251 -0.071 0.027
C -0.037 0.040 0.020
C 0.034 0.032 0.071
C 0.037 0.048 -0.084
Si -0.134 0.180 -0.308
C 0.029 0.047 0.034
C -0.033 -0.013 0.099
C 0.019 -0.002 0.045
H -0.001 -0.107 0.044
H 0.043 -0.028 0.064
H 0.037 0.012 0.043
H 0.035 -0.026 -0.072
H 0.049 -0.071 0.004
H -0.031 -0.055 0.020
H 0.007 0.037 0.102
H 0.077 0.001 -0.032
H 0.050 0.016 0.033
H 0.023 0.010 -0.020
H 0.004 -0.039 0.003
H -0.003 0.019 0.013
H 0.002 0.011 -0.008
H -0.007 0.012 -0.035
H 0.002 0.021 0.010
H 0.020 0.030 0.029
H 0.006 -0.040 -0.009
H -0.018 -0.010 -0.016
H -0.023 -0.027 -0.010
H 0.002 0.016 0.020
H 0.014 -0.005 -0.005
H -0.014 0.030 -0.003
H 0.049 -0.012 0.016
H 0.039 0.052 -0.039
H 0.005 -0.012 -0.007
H 0.001 -0.004 0.006
H -0.025 -0.028 0.002
C 0.246 0.136 0.136
C 0.092 -0.252 0.066
C -0.137 -0.048 -0.045
C 0.003 -0.085 0.036
C -0.010 0.014 -0.001
C -0.007 0.005 0.017
C -0.017 0.031 -0.025
C 0.039 -0.032 -0.011
H -0.001 -0.017 -0.019
H 0.000 0.007 -0.002
H 0.000 -0.002 0.001
H 0.000 -0.005 0.000
H -0.011 -0.004 0.000

Calculated values
- Max |F|: 1.04 eV Å⁻¹
- Orbital gap (alpha / beta): 6.1 / 6.7 eV
- Multiplicity: 2
- ΔE to the lowest compared entry with this formula, charge and spin: 0.0000 eV
- HOMO level (alpha / beta): -13.30 / -13.99 eV
- Molecular weight: 911.4 g mol⁻¹
- Charge: +2